Entry 1:
# C4H2LuO2

A structure of composition C4H2LuO2 (ωB97M-V/def2-TZVPD, OMol25).

ORCA input file:
```
! RIJCOSX wB97M-V def2-TZVPD def2/J DEFGRID3
* xyz 2 2
Lu -1.074 -1.769 -1.159
O -2.826 -0.984 -0.217
O -1.808 -0.713 0.627
C 0.346 0.670 -0.352
C 1.170 0.513 0.758
C 1.827 0.368 1.764
C 0.230 0.683 -1.588
H -0.147 0.942 -2.571
H 2.281 0.288 2.738
*
```

As for the relative energy (zero: lowest compared OMol25 entry of this formula, charge and spin): 3.946 eV. Its frontier orbital gap (alpha / beta) is 6.81 / 6.68 eV.

=====

Entry 2:
# C6H13P

A cluster of 2 separate species, C6H13P in total (ωB97M-V/def2-TZVPD, OMol25).

ORCA input file:
```
! RIJCOSX wB97M-V def2-TZVPD def2/J DEFGRID3
* xyz 0 1
P -2.679 0.044 -0.214
C -0.125 0.871 0.406
C 0.402 -0.818 -1.342
C -3.094 -1.214 0.773
C 0.417 2.070 -0.195
C 0.473 -0.468 0.114
C 1.970 -0.416 0.579
H 1.208 -0.226 -1.956
H -0.448 1.075 1.448
H 1.463 1.974 -0.565
H -0.001 2.485 -1.066
H 2.457 -0.031 -0.400
H -2.472 -1.661 1.565
H -0.134 -1.190 0.560
H 2.006 0.116 1.535
H -4.146 -1.643 0.731
H 0.258 -1.849 -1.589
H 2.259 -1.506 0.917
H -0.469 -0.493 -1.835
H 0.658 2.881 0.534
*
```

As for the relative energy (zero: lowest compared OMol25 entry of this formula, charge and spin): 4.142 eV. Its frontier orbital gap (alpha / beta) is 7.92 / 7.57 eV.

=====

Entry 3:
# H14O7

A cluster of 7 separate species, H14O7 in total (ωB97M-V/def2-TZVPD, OMol25).

ORCA input file:
```
! RIJCOSX wB97M-V def2-TZVPD def2/J DEFGRID3
* xyz 0 1
O -0.415 1.339 -1.027
O 0.403 -2.189 0.191
O 1.328 -0.638 -1.673
O -2.047 0.602 1.399
O 0.446 -0.127 1.965
O 2.166 1.422 -0.041
O -1.954 -0.662 -0.865
H 0.822 -1.558 -0.428
H 1.144 0.500 1.593
H -1.066 0.698 -0.777
H 2.060 -0.076 -1.420
H 0.420 -0.918 1.461
H 0.666 0.071 -1.813
H 1.210 1.531 -0.227
H -2.290 -0.152 -0.102
H -0.892 1.949 -1.582
H -1.637 -1.458 -0.425
H 2.389 2.341 0.011
H -1.097 0.381 1.615
H -2.504 0.022 2.006
H 0.848 -3.078 0.137
*
```

As for the relative energy (zero: lowest compared OMol25 entry of this formula, charge and spin): 0.802 eV. Its frontier orbital gap is 11.66 eV.

=====

Entry 4:
# C24H26FN3O4V

A structure of composition C24H26FN3O4V (ωB97M-V/def2-TZVPD, OMol25).

ORCA input file:
```
! RIJCOSX wB97M-V def2-TZVPD def2/J DEFGRID3
* xyz 1 3
V 0.553 -0.694 0.016
F -1.488 -1.941 0.137
O 4.745 -5.210 -1.574
O 5.549 -3.132 -1.468
O 4.327 -0.761 -0.755
O 2.313 -0.192 0.084
N -0.807 0.456 -0.001
N 1.320 -2.653 -0.202
N 2.272 -4.531 -0.750
C -0.336 1.593 2.636
C 0.191 2.412 -1.104
C -1.497 1.866 -2.911
C 3.208 -1.051 -0.423
C -0.178 1.761 0.080
C 2.660 -2.419 -0.545
C -1.310 2.398 3.496
C -2.570 -1.065 0.220
C 0.613 0.496 -2.791
C -0.107 -4.745 -0.076
C 3.252 -3.585 -0.885
C -4.836 -0.538 0.462
C 0.015 2.319 1.350
C 1.129 -3.963 -0.339
C 0.942 4.260 0.262
C -4.502 0.809 0.405
C -0.023 1.859 -2.506
C -2.198 0.253 0.153
C -3.848 -1.519 0.371
C -3.179 1.219 0.252
C 0.751 3.677 -0.981
C 0.582 3.585 1.417
C 0.932 1.244 3.421
C 4.597 -4.038 -1.356
H -0.389 -5.316 -0.960
H 1.617 0.619 2.843
H -2.067 1.113 -2.359
H -1.955 2.839 -2.727
H -0.836 0.657 2.378
H 5.231 -2.238 -1.203
H 1.651 0.453 -2.455
H 1.383 5.246 0.330
H -0.925 -4.090 0.197
H -2.232 2.624 2.957
H -2.914 2.268 0.201
H 1.049 4.208 -1.877
H -0.868 3.342 3.819
H 2.445 -5.513 -0.929
H -5.868 -0.837 0.582
H -4.071 -2.576 0.418
H -1.598 1.642 -3.974
H 0.499 2.563 -3.156
H 0.750 4.046 2.382
H 0.068 -5.446 0.741
H 0.675 0.712 4.339
H 0.616 0.304 -3.865
H 0.036 -0.327 -2.351
H -5.280 1.556 0.479
H -1.572 1.835 4.394
H 1.482 2.145 3.700
*
```

As for the relative energy (zero: lowest compared OMol25 entry of this formula, charge and spin): 0.330 eV. Its frontier orbital gap (alpha / beta) is 7.83 / 8.44 eV.

=====

Entry 5:
# C5H9NO

A cluster of 2 separate species, C5H9NO in total (ωB97M-V/def2-TZVPD, OMol25).

ORCA input file:
```
! RIJCOSX wB97M-V def2-TZVPD def2/J DEFGRID3
* xyz 0 1
O 0.575 -2.121 1.763
N 0.494 -0.571 -1.294
C -0.404 0.498 0.340
C 0.902 0.552 -0.375
C 0.671 0.777 -1.819
C -0.867 1.005 1.476
C -0.858 -0.568 -0.643
H -1.864 0.768 1.836
H 0.223 -1.239 1.948
H -0.264 1.680 2.078
H 1.165 -1.979 1.012
H -0.206 1.342 -2.135
H -1.043 -1.532 -0.162
H 1.891 0.607 0.073
H 1.544 0.888 -2.455
H -1.676 -0.324 -1.330
*
```

As for the relative energy (zero: lowest compared OMol25 entry of this formula, charge and spin): 3.387 eV. Its frontier orbital gap is 10.16 eV.

=====

Entry 6:
# H10O4S

A cluster of 5 separate species, H10O4S in total (ωB97M-V/def2-TZVPD, OMol25).

ORCA input file:
```
! RIJCOSX wB97M-V def2-TZVPD def2/J DEFGRID3
* xyz 0 1
S 2.230 -0.165 -0.972
O -1.406 0.497 -2.129
O -1.252 1.401 1.068
O 0.814 -0.755 2.344
O -0.462 -1.464 -0.228
H -1.819 0.177 -2.923
H 0.463 0.152 2.237
H -1.278 -1.463 0.269
H 2.933 0.543 -1.899
H 0.073 -1.576 0.576
H -2.144 1.543 1.350
H 1.739 -0.691 2.075
H 2.163 0.851 -0.073
H -0.761 -0.164 -1.837
H -1.294 1.113 0.142
*
```

As for the relative energy (zero: lowest compared OMol25 entry of this formula, charge and spin): 0.410 eV. Its frontier orbital gap is 10.34 eV.

=====

Entry 7:
# C39H97N3O11

A cluster of 11 separate species, C39H97N3O11 in total (ωB97M-V/def2-TZVPD, OMol25).

ORCA input file:
```
! RIJCOSX wB97M-V def2-TZVPD def2/J DEFGRID3
* xyz 1 2
O -3.478 -3.172 0.922
O -2.703 1.124 -2.766
O 0.085 2.227 -1.682
O 0.328 -4.387 2.089
O -4.048 -3.270 -2.165
O 0.448 -3.817 5.131
O 5.731 -2.809 -0.522
O -0.020 0.305 -7.657
O -0.712 -1.952 1.065
O -3.656 2.827 4.779
O 1.657 1.127 3.462
N -0.040 -0.893 -7.002
N 2.289 2.282 3.038
N -3.310 2.797 3.490
C 1.348 4.230 -1.137
C 1.322 -2.719 5.056
C -2.335 1.473 1.566
C -1.860 0.897 4.059
C 3.054 4.589 3.480
C -0.008 3.647 -1.479
C 0.992 0.183 -5.036
C -4.824 -1.159 -1.423
C 0.762 -1.099 -0.820
C -3.771 -1.852 -2.315
C 4.501 1.037 3.062
C 0.196 -2.091 -4.677
C 0.421 -1.170 0.673
C 0.120 -2.765 -8.607
C 2.846 2.899 5.362
C 3.486 1.942 2.302
C -1.346 -2.982 -6.543
C 4.859 -3.644 1.446
C 0.826 4.038 4.219
C -0.210 -5.669 2.041
C 4.481 4.279 2.996
C -3.114 2.352 0.552
C 2.440 -2.890 3.991
C -0.844 -2.001 -7.661
C -4.097 0.394 2.881
C -3.962 3.769 2.590
C 4.530 -3.306 0.011
C -1.889 -1.422 -8.600
C -5.526 3.650 2.616
C 2.269 3.393 4.049
C -1.103 -5.602 0.782
C 2.126 -1.705 -6.082
C 3.027 1.312 1.006
C -0.281 -3.361 -5.403
C -3.479 5.171 3.085
C -2.953 1.433 3.044
C 0.772 -1.107 -5.785
C 4.351 3.236 1.973
C -3.298 3.710 1.187
H 0.942 -3.275 -8.105
H 1.314 -1.552 1.167
H 1.869 0.729 -5.384
H -0.610 -5.077 -0.037
H -4.945 -3.398 -2.483
H 0.884 -2.472 -3.922
H -2.289 4.115 1.264
H 1.729 -2.464 6.035
H 2.503 -1.229 -6.987
H 0.209 0.935 -5.125
H -1.308 1.840 1.556
H -3.655 -0.598 2.968
H -2.777 -3.004 1.551
H 0.512 -3.804 -6.007
H -1.919 1.218 -2.224
H -0.435 -2.720 1.569
H -3.754 6.018 2.457
H 0.767 -1.834 4.747
H 3.898 0.900 0.497
H -4.383 -0.858 -0.473
H -2.738 2.350 -0.472
H -2.667 -0.812 -8.141
H 5.097 3.878 3.801
H -0.721 -5.990 2.949
H -2.367 0.998 -3.654
H 2.907 -1.604 -5.329
H 0.860 -4.564 5.570
H -2.761 -1.796 -1.907
H 5.363 3.110 1.588
H 3.041 5.372 4.238
H -5.864 2.617 2.700
H -2.748 2.881 5.087
H -0.353 4.034 -2.438
H -2.094 -5.165 0.905
H -2.390 5.167 3.129
H 0.850 2.008 -2.219
H -4.815 0.424 2.061
H -3.763 -1.590 -3.373
H -2.207 0.451 1.209
H -4.078 1.878 0.365
H -3.853 5.327 4.097
H -2.283 0.369 4.914
H 3.891 2.616 5.491
H 3.904 0.526 3.817
H 4.964 5.228 2.760
H -1.416 -0.831 -9.384
H 2.505 0.379 1.217
H 0.854 4.889 4.899
H 2.214 2.100 5.749
H -4.746 0.605 3.731
H 2.068 4.225 -1.956
H 0.037 3.341 4.505
H 4.380 -4.294 -0.424
H 1.139 -0.048 -3.981
H 0.140 -0.171 1.004
H 2.568 3.621 6.129
H -0.917 3.847 -0.911
H -0.496 -1.712 -3.925
H -2.439 -2.247 -9.052
H 4.992 -2.777 2.094
H 0.645 -4.286 2.990
H 0.592 0.096 -8.366
H 2.648 2.021 0.269
H 5.232 1.641 3.600
H 0.512 -2.221 -9.466
H -1.808 -3.901 -6.904
H 5.727 -4.301 1.392
H -3.039 -3.184 0.071
H -0.467 -3.512 -9.140
H -2.138 -2.508 -5.963
H -1.266 1.779 4.298
H 1.299 5.306 -0.966
H 3.884 3.731 1.122
H -5.697 -1.768 -1.191
H -1.251 -6.623 0.430
H 3.184 -2.121 4.199
H 0.503 -6.394 1.650
H 1.051 -2.126 -1.044
H -0.036 -0.907 -1.538
H -1.105 0.247 3.618
H -0.681 -4.087 -4.695
H -6.060 4.138 1.801
H 5.412 -2.282 -1.258
H 4.073 -4.274 1.862
H 0.591 4.384 3.213
H 2.124 -2.783 -6.249
H -6.048 4.149 3.432
H 1.813 3.800 -0.251
H -5.290 -0.303 -1.911
H 2.907 -3.875 3.954
H 3.626 -2.702 -0.064
H 2.575 4.935 2.564
H 4.947 0.180 2.556
H 0.901 0.992 2.886
H 2.006 -2.659 3.018
H -3.961 4.236 0.500
H 1.588 -0.402 -0.962
*
```

Its frontier orbital gap (alpha / beta) is 6.17 / 2.42 eV.

=====

Entry 8:
# C6H9NO

The molecule C6H9NO (ωB97M-V/def2-TZVPD, OMol25).

ORCA input file:
```
! RIJCOSX wB97M-V def2-TZVPD def2/J DEFGRID3
* xyz 0 1
O -2.973 0.459 -0.222
N -0.998 -0.245 -0.349
C -0.087 -0.738 0.769
C 0.736 1.378 0.086
C -0.483 0.693 0.673
C 1.224 -0.962 0.017
C -2.234 -0.534 -0.370
C 1.288 0.128 -0.924
H -2.522 -1.597 -0.414
H 1.401 1.555 1.089
H -1.347 1.178 1.152
H 0.460 2.391 -0.347
H 0.529 0.151 -1.754
H 2.287 0.432 -1.471
H 1.100 -1.886 -0.368
H -0.355 -1.319 1.581
H 1.973 -1.084 0.851
*
```

As for the relative energy (zero: lowest compared OMol25 entry of this formula, charge and spin): 3.635 eV. Its frontier orbital gap is 10.25 eV.

=====

Entry 9:
# C2H6OS

A cluster of 2 separate species, C2H6OS in total (ωB97M-V/def2-TZVPD, OMol25).

ORCA input file:
```
! RIJCOSX wB97M-V def2-TZVPD def2/J DEFGRID3
* xyz 0 1
S -1.897 0.165 -1.459
O 0.254 -1.013 1.731
C 1.243 -0.415 1.032
C 1.208 0.150 -0.198
H 2.114 -0.203 1.655
H -2.392 1.155 -2.218
H -2.553 0.394 -0.324
H 1.006 -0.330 -1.145
H 1.542 1.186 -0.262
H -0.526 -1.090 1.186
*
```

As for the relative energy (zero: lowest compared OMol25 entry of this formula, charge and spin): 2.011 eV. Its frontier orbital gap is 8.55 eV.

=====

Entry 10:
# BeH10O9S

A structure of composition BeH10O9S (ωB97M-V/def2-TZVPD, OMol25).

ORCA input file:
```
! RIJCOSX wB97M-V def2-TZVPD def2/J DEFGRID3
* xyz 0 1
S -27.224 2.251 6.003
O -30.983 3.370 6.332
O -30.656 1.712 4.034
O -26.660 2.246 4.682
O -26.740 1.119 6.682
O -26.917 3.402 6.794
O -29.861 2.310 8.533
O -29.186 4.059 3.554
O -30.614 0.477 6.325
O -28.679 2.139 5.905
Be -30.111 2.092 5.604
H -31.045 -0.165 5.723
H -30.981 4.218 5.871
H -30.871 3.499 7.261
H -28.470 4.317 4.131
H -29.962 0.066 6.912
H -29.664 4.821 3.374
H -31.271 2.273 3.555
H -29.317 1.536 8.404
H -30.414 1.014 3.373
H -29.968 2.511 9.478
*
```

As for the relative energy (zero: lowest compared OMol25 entry of this formula, charge and spin): 0.289 eV. Its frontier orbital gap is 5.58 eV.

=====

Entry 11:
# C34H50BaN11O4PSSi

A structure of composition C34H50BaN11O4PSSi (ωB97M-V/def2-TZVPD, OMol25).

ORCA input file:
```
! RIJCOSX wB97M-V def2-TZVPD def2/J DEFGRID3
* xyz 0 1
Ba -1.261 -0.164 -0.093
S -2.085 -0.956 2.638
P 0.522 1.291 2.219
Si 2.662 1.068 -1.962
O -2.952 -0.206 1.687
O -2.702 -2.076 3.280
O -2.070 2.169 -0.243
O -0.791 -1.263 1.986
N -1.039 -4.303 0.156
N -4.358 -3.858 -1.824
N -3.200 4.066 -0.621
N -0.652 -2.836 -2.824
N -3.437 2.895 1.385
N -4.684 -5.704 -3.103
N -2.755 -4.503 -3.454
N -1.059 0.457 -2.985
N 0.987 0.699 -1.911
N 1.042 -2.489 -0.594
N -3.071 -1.921 -1.007
C 1.200 2.976 2.220
C 1.549 -0.679 3.958
C -3.611 -2.859 -1.412
C -1.553 2.390 5.652
C 2.564 -1.457 4.494
C -3.203 -0.024 -3.973
C 4.182 -0.219 3.231
C 3.576 0.021 -0.688
C -1.698 1.752 -4.892
C 3.130 2.850 -1.582
C 2.536 4.778 3.115
C -3.903 -4.638 -2.776
C 1.275 -3.515 0.406
C 1.250 5.117 1.113
C -0.723 2.373 4.539
C -1.926 0.766 -3.948
C -2.436 1.355 5.876
C 3.166 0.556 2.697
C 0.401 2.147 -3.808
C 1.663 -2.662 -1.905
C -2.515 0.315 4.957
C -0.754 1.340 3.610
C 1.839 0.338 3.057
C 2.117 5.604 2.077
C 0.356 -4.718 0.243
C 0.800 3.805 1.179
C 0.149 1.092 -2.876
C -1.700 0.314 3.836
C -2.867 3.008 0.162
C 3.884 -1.232 4.133
C -0.500 2.454 -4.791
C 2.077 3.475 3.186
C 3.423 0.612 -3.620
C 0.708 -3.364 -2.885
H 1.106 -3.060 1.386
H 0.528 -0.879 4.254
H -5.611 -5.708 -2.715
H -0.032 3.192 4.399
H -3.262 -0.703 -3.126
H 1.098 -3.249 -3.901
H 2.666 3.213 -0.664
H -1.490 3.214 6.350
H -4.537 -6.184 -3.971
H -4.242 3.460 1.596
H 3.958 -0.890 -1.148
H -0.274 3.251 -5.491
H 1.344 -1.589 -0.238
H 3.425 1.334 1.989
H -1.655 -5.102 0.245
H 5.205 -0.036 2.934
H -3.400 1.980 1.818
H -1.271 -3.670 0.915
H 4.213 2.907 -1.453
H 2.886 1.033 -4.468
H 0.661 -4.438 -2.691
H 2.319 -3.875 0.400
H -3.687 4.867 -0.261
H -2.021 -3.766 -3.255
H 0.156 3.414 0.398
H 4.430 0.542 -0.256
H 2.314 -2.241 5.196
H 2.478 6.622 2.016
H -2.666 4.169 -1.467
H 0.942 5.748 0.290
H 0.613 -5.260 -0.671
H 2.625 -3.193 -1.836
H 1.317 2.715 -3.732
H -0.894 -2.837 -1.831
H -3.210 -0.499 5.099
H 2.402 2.832 3.994
H 0.567 -5.402 1.079
H 4.456 0.963 -3.675
H -4.074 0.634 -3.949
H -2.429 1.960 -5.660
H 2.943 -0.276 0.149
H -0.662 -1.854 -3.104
H -3.070 1.347 6.751
H 2.859 3.540 -2.381
H 1.859 -1.666 -2.298
H -2.490 -5.217 -4.110
H -3.278 -0.615 -4.889
H 3.222 5.147 3.865
H 4.674 -1.842 4.549
H 3.437 -0.471 -3.751
*
```

As for the relative energy (zero: lowest compared OMol25 entry of this formula, charge and spin): 1.691 eV. Its frontier orbital gap is 6.66 eV.

=====

Entry 12:
# C2H2N4O2

The molecule C2H2N4O2 (ωB97M-V/def2-TZVPD, OMol25).

ORCA input file:
```
! RIJCOSX wB97M-V def2-TZVPD def2/J DEFGRID3
* xyz 0 1
O 2.554 -0.309 0.609
O -1.348 1.980 0.088
N -1.143 -0.328 -0.525
N 0.373 0.408 0.877
N -0.440 -1.316 -0.940
N 0.712 -1.597 -0.493
C 1.306 -0.563 0.420
C -0.892 0.754 0.195
H -1.970 -0.449 -1.264
H 0.849 1.419 1.032
*
```

As for the relative energy (zero: lowest compared OMol25 entry of this formula, charge and spin): 4.345 eV. Its frontier orbital gap is 9.67 eV.

=====

Entry 13:
# CH3N2O3S

The ion CH3N2O3S with charge -1 (ωB97M-V/def2-TZVPD, OMol25).

ORCA input file:
```
! RIJCOSX wB97M-V def2-TZVPD def2/J DEFGRID3
* xyz -1 1
S -2.101 -0.144 0.478
O -1.765 1.311 -0.043
O 0.820 1.419 -0.397
O 2.373 0.253 0.744
N -0.747 -1.187 -0.296
N 0.599 -0.918 0.061
C 1.336 0.385 0.097
H -0.963 -0.943 -1.230
H -0.593 1.367 -0.184
H 1.040 -1.544 0.770
*
```

As for the relative energy (zero: lowest compared OMol25 entry of this formula, charge and spin): 1.158 eV. Its frontier orbital gap is 7.63 eV.